C35H27GeN2O2Pt | ωB97M-V/def2-TZVPD

Structure (ORCA input):
```
! RIJCOSX wB97M-V def2-TZVPD def2/J DEFGRID3
* xyz 2 2
Pt -0.16047 0.28289 -0.47448
O -0.75583 -1.37298 3.05434
C -0.60961 -1.14297 1.89778
O -0.01614 -0.00716 1.46910
C -1.02596 -2.08789 0.79995
C -1.63524 -3.30212 1.09828
C -1.98695 -4.12252 0.05598
C -1.69872 -3.75115 -1.27189
C -2.02627 -4.57423 -2.37842
C -1.69035 -4.19286 -3.64400
C -0.99811 -2.98014 -3.85964
C -0.67858 -2.15139 -2.81928
C -1.04152 -2.51825 -1.50943
N -0.76065 -1.70696 -0.44565
H -1.81010 -3.55131 2.13570
H -2.47804 -5.06972 0.24293
H -2.54057 -5.50945 -2.19871
H -1.94311 -4.81932 -4.48811
H -0.71428 -2.70789 -4.86850
H -0.13745 -1.23000 -2.99266
C 2.70525 -1.93584 -0.80186
Ge 2.31396 -0.04057 -0.82061
C 3.28884 0.97292 0.48688
C 2.82486 1.49300 1.69119
C 3.70231 2.15761 2.53578
C 5.03728 2.30176 2.18340
C 5.50523 1.77807 0.98610
C 4.63439 1.11861 0.13252
C 2.15415 0.68153 -2.59259
C 2.22065 -0.23425 -3.63150
C 2.06831 0.15758 -4.96980
C 1.79612 1.46939 -5.25956
C 1.70264 2.44555 -4.23789
C 1.42014 3.79910 -4.55194
C 1.36610 4.74407 -3.56806
C 1.61417 4.37686 -2.22802
C 1.87726 3.07535 -1.89362
C 1.90232 2.06416 -2.88621
H 3.74327 -1.99870 -1.14133
H 2.07360 -2.53946 -1.45026
H 2.65514 -2.31486 0.21744
H 1.79295 1.36965 1.99138
H 3.34575 2.55596 3.47595
H 5.71592 2.82763 2.84122
H 6.54698 1.88356 0.71501
H 5.01568 0.73206 -0.80868
H 2.42028 -1.27941 -3.42260
H 2.16401 -0.57244 -5.76210
H 1.66494 1.78505 -6.28802
H 1.25911 4.07050 -5.58788
H 1.16464 5.77792 -3.81270
H 1.61977 5.14040 -1.46070
H 2.11203 2.82631 -0.86476
C -1.28854 2.07763 -0.67457
C -1.98073 1.36329 -1.71452
C -1.46168 1.39756 -3.03071
C -2.07886 0.67898 -4.03549
C -3.20550 -0.08083 -3.72960
C -3.76003 -0.09870 -2.43703
C -3.15522 0.61604 -1.43584
C -3.79359 -0.89836 -4.75187
N -4.22789 -1.60236 -5.54861
H -1.76618 2.22536 0.28916
H -0.55921 2.83449 -0.96644
H -0.60089 2.01595 -3.24392
H -1.69582 0.69577 -5.04666
H -4.65437 -0.67719 -2.25018
H -3.56790 0.62310 -0.43409
*
```

The calculation puts the energy above the lowest of the compared OMol25 structures with the same formula, charge and spin at 219.4 kJ/mol. For the LUMO energy (alpha / beta), the calculation gives -0.3111 / -0.3434 Ha. The calculation puts the total energy at -103554.26290 eV.